(1)
Computed, not measured: a structure of composition C25H27ClNO5PtSeTe, with wB97M-V/def2-TZVPD.

Results
**Highest occupied orbital energy (alpha / beta)**: -1.77 / -1.72 eV
**Relative energy (zero: lowest compared OMol25 entry of this formula, charge and spin)**: 30.7 kcal/mol
**E**: -126492.2390 eV
**Spin multiplicity**: 2
**Lowest unoccupied orbital energy (alpha / beta)**: 4.192 / 4.191 eV
**Frontier orbital gap (alpha / beta)**: 0.219 / 0.217 hartree
**Charge**: -2

The geometry in XYZ format:
```
62
C25H27ClNO5PtSeTe, DFT wB97M-V/def2-TZVPD
Pt -3.87 -2.80 0.50
O -3.33 -0.78 -3.05
Cl -4.54 -1.33 -2.48
O -5.65 -1.11 -3.39
O -4.38 -2.76 -2.24
O -4.83 -0.69 -1.19
C 1.07 6.41 0.07
C 0.43 5.04 0.02
C 0.19 4.31 1.18
C -0.38 3.03 1.14
C -0.65 2.33 2.45
C -0.70 2.43 -0.09
Te -1.59 0.35 -0.25
N -2.14 -2.04 -0.21
C -1.50 -3.15 -0.38
O -2.01 -4.24 0.10
C -0.17 -3.20 -1.06
C 0.10 -2.36 -2.14
C 1.34 -2.41 -2.76
C 2.32 -3.28 -2.31
C 2.05 -4.13 -1.24
C 0.80 -4.10 -0.63
C 0.12 -0.36 0.82
C 1.41 -0.25 0.27
C 1.69 0.48 -1.02
C 2.49 -0.83 0.93
C 2.35 -1.51 2.13
C 3.52 -2.16 2.81
C 1.07 -1.59 2.67
C -0.04 -1.04 2.04
C -1.39 -1.22 2.70
C -0.49 3.19 -1.26
C -0.83 2.66 -2.64
C 0.07 4.46 -1.19
H 1.14 6.76 1.10
H 0.49 7.14 -0.50
H 2.08 6.39 -0.34
H 0.44 4.75 2.14
H -0.55 3.03 3.29
H 0.04 1.50 2.61
H -1.65 1.91 2.46
H -0.69 -1.69 -2.48
H 1.54 -1.75 -3.60
H 3.29 -3.30 -2.79
H 2.81 -4.81 -0.89
H 0.56 -4.76 0.19
H 0.93 0.28 -1.76
H 2.67 0.18 -1.41
H 1.70 1.57 -0.85
H 3.48 -0.75 0.48
H 4.45 -1.93 2.29
H 3.41 -3.25 2.83
H 3.62 -1.83 3.84
H 0.92 -2.12 3.61
H -1.27 -1.32 3.78
H -1.88 -2.12 2.32
H -2.06 -0.39 2.48
H -1.63 1.92 -2.61
H 0.04 2.17 -3.09
H -1.13 3.47 -3.30
H 0.22 5.03 -2.11
Se -5.49 -3.41 2.00
```

---

(2)
Computed, not measured: a structure of composition C25H27CrN6O2S, with wB97M-V/def2-TZVPD.

Results
**Highest occupied orbital energy (alpha / beta)**: -5.96 / -6.81 eV
**Relative energy (zero: lowest compared OMol25 entry of this formula, charge and spin)**: 0.0 kcal/mol
**E**: -78655.0202 eV
**Spin multiplicity**: 4
**Lowest unoccupied orbital energy (alpha / beta)**: -0.074 / -0.093 eV
**Frontier orbital gap (alpha / beta)**: 0.216 / 0.247 hartree
**Charge**: 0

The geometry in XYZ format:
```
62
C25H27CrN6O2S, DFT wB97M-V/def2-TZVPD
Cr -0.39 1.78 0.01
C -3.53 2.20 -0.77
O -2.65 1.97 0.32
C -3.10 2.58 1.54
C -2.64 1.72 2.70
O -1.25 1.51 2.64
C -0.50 2.42 3.43
H -4.52 1.81 -0.54
H -3.13 1.69 -1.63
H -3.60 3.27 -0.98
H -4.20 2.63 1.53
H -2.70 3.59 1.59
H -3.12 0.74 2.65
H -2.93 2.19 3.64
H -0.74 3.46 3.18
H 0.55 2.25 3.20
H -0.69 2.25 4.49
N 1.20 1.34 0.55
C 2.18 0.53 0.96
C 3.37 0.34 0.21
C 4.37 -0.50 0.66
C 4.25 -1.20 1.85
C 3.08 -1.04 2.59
C 2.06 -0.22 2.16
H 3.49 0.90 -0.71
H 5.27 -0.60 0.06
H 5.05 -1.85 2.20
H 2.96 -1.59 3.52
H 1.15 -0.11 2.74
C -0.87 1.05 -3.50
C -0.93 2.49 -3.10
C -1.13 3.51 -4.01
C -1.16 4.81 -3.49
N -0.96 5.11 -2.22
C -0.73 4.08 -1.40
S -0.33 4.27 0.26
N -0.76 2.78 -1.81
H -0.95 0.94 -4.58
H -1.67 0.48 -3.02
H 0.07 0.62 -3.17
H -1.27 3.32 -5.06
H -1.35 5.65 -4.15
N 3.76 -7.84 -0.46
C 3.09 -6.92 -0.42
C 2.23 -5.76 -0.37
C 2.75 -4.53 0.01
C 1.93 -3.41 0.07
C 0.59 -3.55 -0.27
C 0.06 -4.77 -0.66
C 0.88 -5.88 -0.70
N -0.25 -2.40 -0.22
C -1.55 -2.34 0.22
C -1.90 -1.03 0.18
N -0.83 -0.29 -0.30
C 0.13 -1.15 -0.52
H 3.80 -4.43 0.28
H 2.33 -2.47 0.41
H -0.98 -4.86 -0.93
H 0.49 -6.85 -0.99
H -2.08 -3.21 0.57
H -2.82 -0.56 0.46
H 1.12 -0.90 -0.88
```

---

(3)
Computed, not measured: a structure of composition C25H27GaNOS, with wB97M-V/def2-TZVPD.

Results
**Highest occupied orbital energy**: -5.18 eV
**Relative energy (zero: lowest compared OMol25 entry of this formula, charge and spin)**: 0.0 kcal/mol
**E**: -93114.2195 eV
**Spin multiplicity**: 1
**Lowest unoccupied orbital energy**: 2.091 eV
**Frontier orbital gap**: 0.267 hartree
**Charge**: -1

The geometry in XYZ format:
```
56
C25H27GaNOS, DFT wB97M-V/def2-TZVPD
N 7.25 -6.27 -3.15
C 6.41 -5.69 -3.71
O 5.48 -5.05 -4.27
Ga 4.15 -4.22 -3.09
S 2.47 -5.77 -2.84
H 3.65 -2.88 -3.76
H 4.85 -4.02 -1.68
H 3.15 -6.92 -2.88
C 1.71 -0.54 1.19
C 1.82 -1.50 0.19
C 2.40 -2.73 0.47
C 2.87 -3.00 1.75
C 2.76 -2.04 2.75
C 2.18 -0.81 2.46
H 1.26 0.42 0.97
H 1.45 -1.29 -0.81
H 2.50 -3.48 -0.31
H 3.32 -3.96 1.97
H 3.11 -2.25 3.75
H 2.09 -0.06 3.24
C -2.00 0.73 4.56
C -2.56 1.93 4.97
C -1.97 3.14 4.61
C -0.82 3.14 3.83
C -0.26 1.94 3.41
C -0.85 0.73 3.78
H -2.46 -0.21 4.84
H -3.46 1.93 5.58
H -2.40 4.07 4.94
H -0.36 4.08 3.54
H 0.63 1.94 2.80
H -0.41 -0.20 3.46
C 0.99 2.41 -1.11
C -0.11 1.61 -1.38
C -0.43 1.31 -2.70
C 0.35 1.79 -3.74
C 1.45 2.59 -3.46
C 1.77 2.90 -2.15
H 1.24 2.65 -0.09
H -0.72 1.23 -0.57
H -1.30 0.69 -2.91
H 0.10 1.54 -4.76
H 2.07 2.96 -4.27
H 2.63 3.52 -1.93
C -4.54 2.39 -0.55
C -5.35 2.22 -1.66
C -5.48 0.97 -2.24
C -4.80 -0.12 -1.70
C -3.99 0.05 -0.59
C -3.86 1.30 -0.01
H -4.43 3.37 -0.09
H -5.88 3.07 -2.08
H -6.10 0.84 -3.11
H -4.90 -1.10 -2.16
H -3.47 -0.80 -0.17
H -3.22 1.43 0.86
```

---

(4)
Computed, not measured: a structure of composition C25H27IN4OPdS2Si, with wB97M-V/def2-TZVPD.

Results
**Highest occupied orbital energy**: -1.70 eV
**E**: -75504.6358 eV
**Spin multiplicity**: 1
**Lowest unoccupied orbital energy**: 4.319 eV
**Frontier orbital gap**: 0.221 hartree
**Charge**: -2

The geometry in XYZ format:
```
62
C25H27IN4OPdS2Si, DFT wB97M-V/def2-TZVPD
Pd -0.44 0.64 -0.23
C 1.29 -4.89 -2.64
N 0.73 -4.65 -1.33
C 1.44 -5.14 -0.17
C 0.85 -4.31 0.98
N 0.03 -3.34 0.30
C 0.06 -3.48 -1.03
S -0.62 -2.42 -2.12
H 2.35 -4.63 -2.66
H 0.75 -4.28 -3.36
H 1.18 -5.95 -2.91
H 2.52 -4.98 -0.28
H 1.26 -6.21 -0.03
H 1.64 -3.83 1.56
H 0.25 -4.92 1.66
H -0.16 -2.41 0.70
N 0.47 -1.22 3.50
C 0.08 -0.19 2.58
O 0.06 -0.64 1.35
C -0.21 1.04 3.03
I -3.12 0.45 0.31
H 1.07 -1.89 3.02
H 0.95 -0.84 4.30
H -0.61 1.80 2.37
H -0.16 1.25 4.09
S -0.07 4.61 -2.63
C -0.39 3.12 -2.03
N -0.64 2.05 -1.64
C 4.48 3.82 1.38
C 3.11 3.80 1.58
C 2.32 2.86 0.92
C 2.87 1.92 0.05
C 4.26 1.96 -0.14
C 5.05 2.89 0.51
Si 1.78 0.61 -0.81
C 2.80 -0.95 -0.36
C 3.02 -1.23 0.99
C 3.86 -2.26 1.40
C 4.50 -3.05 0.46
C 4.29 -2.80 -0.89
C 3.45 -1.76 -1.29
C 2.13 0.88 -2.67
C 2.69 2.07 -3.15
C 2.90 2.28 -4.51
C 2.53 1.31 -5.43
C 1.95 0.14 -4.98
C 1.74 -0.07 -3.62
H 5.10 4.55 1.89
H 2.65 4.51 2.25
H 1.24 2.84 1.09
H 4.72 1.24 -0.81
H 6.13 2.90 0.34
H 2.54 -0.60 1.74
H 4.01 -2.44 2.46
H 5.16 -3.85 0.77
H 4.80 -3.41 -1.64
H 3.31 -1.58 -2.35
H 2.96 2.85 -2.45
H 3.32 3.22 -4.84
H 2.69 1.48 -6.49
H 1.63 -0.62 -5.69
H 1.25 -0.98 -3.30
```

---

(5)
Computed, not measured: a structure of composition C25H27N4O3S4Sb2W, with wB97M-V/def2-TZVPD.

Results
**Highest occupied orbital energy (alpha / beta)**: -14.08 / -14.02 eV
**Relative energy (zero: lowest compared OMol25 entry of this formula, charge and spin)**: 98.7 kcal/mol
**E**: -96692.0202 eV
**Spin multiplicity**: 2
**Lowest unoccupied orbital energy (alpha / beta)**: -8.231 / -8.628 eV
**Frontier orbital gap (alpha / beta)**: 0.215 / 0.198 hartree
**Charge**: +2

The geometry in XYZ format:
```
66
C25H27N4O3S4Sb2W, DFT wB97M-V/def2-TZVPD
W -1.12 1.31 -1.19
N -2.16 1.74 1.33
C -2.75 3.03 0.91
C -1.93 3.54 -0.29
O -2.34 4.32 -1.11
N -0.62 3.09 -0.22
C 0.27 3.82 -1.14
C 0.14 2.72 -2.14
O -0.97 2.54 -2.72
O 0.81 1.66 -1.89
H -2.84 1.26 1.95
H -1.38 1.95 1.97
H -2.69 3.81 1.68
H -3.81 2.93 0.62
H 1.27 3.92 -0.73
H -0.15 4.78 -1.45
S -5.20 -1.69 -1.53
Sb -4.25 -0.09 -0.22
S -1.89 -0.83 -0.41
S -3.33 1.51 -1.90
C 4.08 2.75 3.15
C 2.84 3.32 2.94
C 1.91 2.67 2.14
C 2.24 1.46 1.55
C 3.50 0.90 1.73
C 4.42 1.55 2.54
Sb 0.71 0.27 0.54
C -0.02 -0.76 2.31
C -0.50 -2.06 2.22
C -0.98 -2.69 3.35
C -1.00 -2.03 4.57
C -0.52 -0.74 4.66
C -0.03 -0.09 3.54
C 1.99 -1.28 -0.29
C 2.38 -2.37 0.50
C 3.34 -3.24 0.01
C 3.91 -3.05 -1.24
C 3.50 -1.98 -2.02
C 2.55 -1.09 -1.55
H 4.80 3.25 3.79
H 2.59 4.26 3.41
H 0.93 3.12 1.97
H 3.76 -0.03 1.25
H 5.39 1.12 2.69
H -0.52 -2.57 1.26
H -1.34 -3.71 3.28
H -1.38 -2.53 5.45
H -0.53 -0.22 5.61
H 0.37 0.91 3.62
H 1.94 -2.51 1.48
H 3.65 -4.07 0.63
H 4.68 -3.72 -1.58
H 3.95 -1.82 -2.99
H 2.25 -0.24 -2.17
S -0.56 -0.30 -3.08
C -1.69 -1.46 -3.66
N -1.34 -2.69 -3.99
C -2.45 -3.44 -4.55
C -3.62 -2.45 -4.42
N -2.98 -1.25 -3.88
H -0.40 -3.05 -3.90
H -2.61 -4.36 -3.99
H -2.23 -3.69 -5.60
H -4.39 -2.80 -3.72
H -4.10 -2.22 -5.37
H -3.49 -0.40 -3.73
```

---

(6)
Computed, not measured: the molecule C25H27NO6, with wB97M-V/def2-TZVPD.

Results
**Highest occupied orbital energy**: -7.48 eV
**Relative energy (zero: lowest compared OMol25 entry of this formula, charge and spin)**: 60.6 kcal/mol
**E**: -40137.1838 eV
**SMILES**: COC(=O)C1=C(C)N(Cc2ccc(C)cc2)C(=O)/C1=C\c1cc(OC)c(OC)c(OC)c1
**Spin multiplicity**: 1
**Lowest unoccupied orbital energy**: -0.216 eV
**Frontier orbital gap**: 0.267 hartree
**Charge**: 0

The geometry in XYZ format:
```
59
C25H27NO6, DFT wB97M-V/def2-TZVPD
C -3.64 -4.75 1.15
O -3.06 -3.50 0.80
C -3.66 -2.41 1.33
O -4.63 -2.52 2.06
C -3.04 -1.15 0.94
C -3.45 0.07 1.41
C -4.54 0.39 2.37
N -2.68 1.06 0.86
C -2.69 2.47 1.16
C -1.32 2.90 1.63
C -0.66 3.97 1.05
C 0.62 4.31 1.46
C 1.27 3.58 2.45
C 2.66 3.95 2.89
C 0.60 2.51 3.03
C -0.68 2.18 2.63
C -1.71 0.53 0.02
O -0.97 1.23 -0.64
C -1.89 -0.94 0.07
C -1.16 -1.87 -0.60
C 0.07 -1.67 -1.32
C 0.38 -2.49 -2.40
C 1.55 -2.33 -3.12
O 1.67 -3.21 -4.16
C 2.89 -3.40 -4.84
C 2.46 -1.32 -2.77
O 3.58 -1.15 -3.55
C 4.80 -0.76 -2.95
C 2.16 -0.50 -1.66
O 3.04 0.51 -1.37
C 2.64 1.47 -0.42
C 1.00 -0.71 -0.93
H -4.67 -4.80 0.81
H -3.03 -5.51 0.66
H -3.62 -4.88 2.23
H -4.14 0.88 3.26
H -5.26 1.07 1.90
H -5.04 -0.53 2.66
H -2.95 3.03 0.25
H -3.44 2.67 1.92
H -1.14 4.53 0.27
H 1.13 5.14 0.99
H 2.61 4.65 3.72
H 3.21 4.43 2.08
H 3.20 3.07 3.22
H 1.09 1.94 3.81
H -1.18 1.33 3.09
H -1.54 -2.88 -0.60
H -0.31 -3.26 -2.72
H 3.70 -3.67 -4.15
H 2.70 -4.24 -5.52
H 3.18 -2.52 -5.41
H 4.95 -1.25 -1.99
H 5.58 -1.08 -3.65
H 4.85 0.32 -2.82
H 1.65 1.87 -0.64
H 3.38 2.27 -0.50
H 2.66 1.07 0.60
H 0.81 -0.11 -0.06
```

---

(7)
Computed, not measured: the molecule C25H27NO7, with wB97M-V/def2-TZVPD.

Results
**Highest occupied orbital energy**: -8.33 eV
**Relative energy (zero: lowest compared OMol25 entry of this formula, charge and spin)**: 59.5 kcal/mol
**E**: -42184.2827 eV
**SMILES**: C=CCOc1ccc(/C(O)=C2\C(=O)C(=O)N(CCCOC)[C@@H]2c2ccc(O)c(OC)c2)cc1
**Spin multiplicity**: 1
**Lowest unoccupied orbital energy**: -0.081 eV
**Frontier orbital gap**: 0.303 hartree
**Charge**: 0

The geometry in XYZ format:
```
60
C25H27NO7, DFT wB97M-V/def2-TZVPD
C 7.32 1.95 -0.19
C 7.92 0.92 -0.75
C 7.69 -0.52 -0.39
O 6.64 -0.74 0.53
C 5.36 -0.57 0.14
C 4.94 -0.20 -1.14
C 3.60 -0.07 -1.41
C 2.64 -0.27 -0.43
C 1.22 -0.14 -0.77
O 0.91 -0.70 -1.95
C 0.29 0.50 -0.01
C 0.49 1.25 1.22
O 1.52 1.48 1.82
C -0.89 1.77 1.62
O -1.18 2.42 2.60
N -1.76 1.35 0.68
C -3.17 1.66 0.70
C -3.50 2.86 -0.20
C -5.01 3.09 -0.25
O -5.60 1.99 -0.91
C -7.00 2.08 -0.98
C -1.18 0.56 -0.39
C -1.80 -0.81 -0.46
C -2.49 -1.24 -1.59
C -3.05 -2.50 -1.62
C -2.94 -3.35 -0.53
O -3.49 -4.58 -0.57
C -2.25 -2.91 0.62
O -2.20 -3.83 1.64
C -1.52 -3.47 2.82
C -1.69 -1.65 0.64
C 3.05 -0.66 0.85
C 4.39 -0.81 1.12
H 6.58 1.83 0.58
H 7.54 2.96 -0.49
H 8.67 1.06 -1.53
H 7.52 -1.11 -1.31
H 8.58 -0.91 0.10
H 5.66 0.01 -1.92
H 3.28 0.22 -2.40
H -0.04 -0.65 -2.12
H -3.43 1.89 1.73
H -3.73 0.79 0.36
H -3.01 3.75 0.19
H -3.15 2.67 -1.21
H -5.23 4.02 -0.80
H -5.42 3.18 0.77
H -7.45 2.12 0.02
H -7.31 2.97 -1.54
H -7.35 1.19 -1.50
H -1.32 1.09 -1.35
H -2.60 -0.59 -2.44
H -3.59 -2.85 -2.49
H -3.31 -5.02 0.28
H -1.97 -2.60 3.29
H -0.46 -3.27 2.62
H -1.60 -4.33 3.48
H -1.16 -1.30 1.51
H 2.33 -0.86 1.62
H 4.73 -1.11 2.10
```

---

(8)
Computed, not measured: a structure of composition C25H28BN7O2V, with wB97M-V/def2-TZVPD.

Results
**Highest occupied orbital energy (alpha / beta)**: -14.68 / -14.66 eV
**E**: -67257.9048 eV
**Spin multiplicity**: 4
**Lowest unoccupied orbital energy (alpha / beta)**: -6.709 / -8.948 eV
**Frontier orbital gap (alpha / beta)**: 0.293 / 0.210 hartree
**Charge**: +2

The geometry in XYZ format:
```
64
C25H28BN7O2V, DFT wB97M-V/def2-TZVPD
C -1.69 -1.62 1.84
N -1.55 -0.71 0.85
N -2.77 -0.01 0.75
C -3.63 -0.52 1.65
C -2.99 -1.54 2.35
B -2.86 1.08 -0.35
N -1.70 2.10 -0.07
N -0.39 1.60 -0.02
C 0.43 2.67 0.16
C -0.33 3.84 0.14
C -1.66 3.44 0.01
V -0.02 -0.32 -0.27
N -2.50 0.39 -1.70
N -1.25 -0.23 -1.78
C -1.11 -0.73 -3.04
C -2.27 -0.43 -3.76
C -3.11 0.27 -2.89
H -0.20 -1.24 -3.31
H -4.11 0.67 -3.04
H -2.47 -0.71 -4.78
H -3.93 1.62 -0.37
H -2.58 4.02 -0.03
H -4.64 -0.13 1.71
H 0.03 4.84 0.21
H -3.42 -2.16 3.12
H 1.49 2.53 0.25
H -0.86 -2.26 2.10
H 3.07 1.19 -0.80
C 3.61 1.14 0.15
H 4.04 2.12 0.37
H 2.93 0.84 0.94
H 4.40 0.40 0.07
C 0.18 -5.41 3.10
C 0.95 -4.11 3.14
C 0.59 -3.14 4.06
C 1.26 -1.92 4.14
C 2.32 -1.67 3.28
C 2.69 -2.64 2.34
N 3.81 -2.34 1.57
C 4.12 -2.66 0.25
C 5.46 -2.99 -0.04
C 5.80 -3.48 -1.30
C 4.83 -3.58 -2.30
C 3.51 -3.17 -2.05
C 3.17 -2.68 -0.80
C 1.80 -2.13 -0.56
O 0.77 -2.68 -1.01
O 1.75 -1.02 0.14
C 2.03 -3.88 2.28
C 2.49 -4.95 1.34
H -0.28 -5.59 2.12
H 0.81 -6.27 3.35
H -0.62 -5.37 3.85
H -0.23 -3.36 4.75
H 0.97 -1.17 4.88
H 2.89 -0.75 3.31
H 4.51 -1.77 2.04
H 6.19 -2.95 0.76
H 6.83 -3.81 -1.48
H 5.08 -3.97 -3.29
H 2.74 -3.21 -2.82
H 2.21 -4.71 0.31
H 3.58 -5.08 1.37
H 2.03 -5.90 1.60
```